[1]
Density functional theory data (ωB97M-V/def2-TZVPD) for a 15-piece molecular cluster, C17H32Cl26N2 overall at a distorted geometry.

## Properties
Orbital gap = 10.7552 eV
Molar mass = 1186.235 u
LUMO energy = 0.224 eV
Maximum force = 2.96 eV/A
ΔE to the lowest compared entry with this formula, charge and spin = 0.000 eV

Last column: Löwdin charge in e.
Element x y z (Å)
C1 13.010128 8.213174 14.338624  -0.0917
C2 14.318317 7.552098 13.942232  -0.2561
N1 15.275160 7.125653 13.488065  0.1414
H1 12.493944 8.582675 13.461186  0.0440
H2 13.202326 9.017807 15.052082  0.0493
H3 12.363106 7.522396 14.899884  0.0643
C3 9.635111 11.919028 11.917963  -0.1411
C4 8.366371 11.867260 12.531666  -0.3138
N2 7.287503 11.683201 12.855007  0.1510
H4 9.559210 11.982817 10.822328  0.0292
H5 10.307020 11.077404 12.090343  0.0312
H6 10.142381 12.868740 12.184810  0.0453
C5 13.902418 9.476247 5.056796  -1.0228
Cl1 13.168490 8.345345 6.260866  0.4950
Cl2 14.036677 11.051986 5.712323  0.5377
H7 14.841903 9.044224 4.707201  0.0220
H8 13.219258 9.407232 4.207024  0.0298
C6 15.048722 15.429077 6.944242  -1.0416
Cl3 16.801958 15.793296 7.020407  0.5064
Cl4 14.082192 16.346881 8.056975  0.5505
H9 14.695203 15.554564 5.965640  0.0120
H10 14.924699 14.417906 7.259331  -0.0531
C7 11.023025 14.332777 7.583751  -1.0362
Cl5 11.080058 14.121861 9.312572  0.5693
Cl6 12.065341 13.229725 6.765255  0.5489
H11 9.995811 14.302678 7.303360  0.0287
H12 11.479993 15.289174 7.414602  -0.0195
C8 20.643544 11.244233 13.896644  -1.0080
Cl7 22.124845 11.443884 12.959731  0.5192
Cl8 19.334415 12.351766 13.366462  0.4792
H13 20.226652 10.262754 13.766154  0.0020
H14 20.828417 11.463377 14.929388  0.0184
C9 16.345923 10.897587 15.151281  -0.9456
Cl9 17.508189 9.531321 15.294054  0.4970
Cl10 15.599970 10.819792 13.532452  0.5052
H15 15.607756 10.734587 15.868258  -0.0060
H16 16.903318 11.806593 15.210192  -0.0051
C10 12.750011 13.456946 14.428519  -1.0259
Cl11 11.878180 11.897979 14.623398  0.5142
Cl12 13.860928 13.752111 15.714107  0.5576
H17 13.304163 13.323890 13.511066  -0.0244
H18 12.009421 14.246282 14.419339  0.0067
C11 15.806179 16.081341 11.743802  -1.0105
Cl13 15.897561 14.674799 12.798663  0.5490
Cl14 14.206246 16.824039 11.498192  0.4920
H19 16.505890 16.828829 12.134904  0.0331
H20 16.152115 15.829160 10.716396  0.0047
C12 16.421978 9.705575 8.349115  -1.1284
Cl15 17.139209 9.392075 6.800639  0.5460
Cl16 17.659918 9.797986 9.569796  0.5314
H21 15.916909 10.649257 8.295555  -0.0684
H22 15.792294 8.863781 8.631505  -0.0323
C13 15.148438 6.414679 10.404244  -1.0339
Cl17 15.506835 5.361167 9.039668  0.5210
Cl18 13.850978 7.543956 9.994980  0.4846
H23 14.884324 5.747781 11.202567  0.0036
H24 16.003484 6.995742 10.695354  0.0089
C14 9.028564 7.559013 12.821700  -1.0405
Cl19 9.955668 6.030737 12.810307  0.4937
Cl20 9.566281 8.599042 14.074853  0.5733
H25 9.053373 8.013961 11.867670  -0.0433
H26 8.015824 7.219532 13.140059  0.0393
C15 10.782735 10.263377 8.633120  -0.9862
Cl21 10.712639 9.098615 10.044628  0.4965
Cl22 9.248335 10.972010 8.185440  0.5581
H27 11.465625 11.016447 8.989026  -0.0623
H28 11.116153 9.630413 7.795625  -0.0083
C16 7.547528 15.615622 12.930060  -0.9083
Cl23 9.305991 15.483459 13.434736  0.4498
Cl24 7.547960 16.310488 11.276052  0.4681
H29 7.140459 14.609708 12.840493  0.0035
H30 6.986955 16.256745 13.582460  0.0223
C17 14.349864 12.669442 10.457201  -0.9503
Cl25 13.900372 10.999046 10.123028  0.5739
Cl26 15.833489 13.127020 9.566845  0.5678
H31 13.526236 13.230576 10.069869  -0.0384
H32 14.569400 12.847850 11.472273  -0.0740

Atomic forces in eV per Å
C 1.133 -0.924 0.729
C -2.259 1.206 0.251
N 0.687 -0.448 -0.071
H 0.064 0.024 -0.119
H 0.175 0.149 -0.355
H 0.265 -0.056 -0.521
C 2.301 1.360 -1.269
C -0.519 -0.824 -0.285
N -0.938 0.231 0.656
H -0.464 -0.080 0.257
H -0.304 0.027 0.500
H -0.103 -0.597 0.130
C -0.705 -1.904 -0.670
Cl 0.390 0.133 -0.153
Cl 0.356 0.757 0.063
H 0.110 0.333 0.580
H 0.024 0.581 0.221
C 0.985 -0.463 0.876
Cl -0.555 0.039 -0.026
Cl -0.290 0.638 0.387
H -0.287 0.390 -1.293
H 0.149 -0.707 -0.005
C 0.618 1.023 0.404
Cl -0.092 -0.249 1.068
Cl 0.130 -0.914 -0.561
H -0.514 -0.310 -0.563
H -0.277 0.572 -0.183
C -0.567 0.428 -0.399
Cl -0.174 -0.062 0.107
Cl 0.231 -0.016 0.027
H 0.182 -0.402 -0.070
H 0.222 0.051 0.344
C 1.266 -1.088 -1.770
Cl -0.155 0.392 0.167
Cl -0.145 0.253 0.138
H -1.105 0.084 1.126
H 0.122 0.492 0.241
C -0.558 -0.784 -0.391
Cl 0.004 0.171 0.146
Cl 0.579 0.125 0.704
H 0.016 0.400 -0.170
H 0.018 0.018 -0.226
C 0.924 0.641 -1.373
Cl -0.270 0.085 0.010
Cl 0.146 -0.330 0.557
H -0.508 -0.147 0.073
H -0.264 -0.220 0.878
C -0.158 -0.551 0.330
Cl 0.258 -0.257 -1.065
Cl 0.542 0.193 0.814
H -0.350 0.192 0.052
H -0.233 0.326 -0.272
C 0.004 -0.187 -0.159
Cl 0.281 -0.024 -0.344
Cl -0.223 -0.086 0.259
H -0.457 0.144 0.403
H 0.392 0.133 -0.086
C -1.559 -2.111 1.150
Cl 0.232 0.137 -0.303
Cl 0.524 1.099 0.695
H 0.065 0.421 -0.805
H 0.658 0.542 -0.729
C 0.173 -1.362 0.230
Cl -0.236 0.386 -0.538
Cl -0.241 0.069 0.158
H 0.173 0.236 -0.415
H 0.141 0.675 0.427
C 1.244 -0.427 -1.175
Cl -1.156 0.032 0.122
Cl -0.284 -0.075 0.433
H 0.132 0.140 0.268
H 0.097 0.221 0.340
C 0.280 -0.264 -1.518
Cl 0.064 -0.286 0.427
Cl -0.229 0.024 0.026
H -0.191 0.695 -0.001
H 0.015 -0.111 1.107


[2]
Density functional theory data (ωB97M-V/def2-TZVPD) for C17H32Cl2O2P2Pd as an isolated structure at a distorted geometry.

## Properties
Orbital gap (alpha / beta) = 6.5974 / 6.2566 eV
Expectation value of S² = 2.04
Molar mass = 507.715 u
LUMO energy (alpha / beta) = -0.142 / -1.162 eV
Maximum force = 2.62 eV/A
ΔE to the lowest compared entry with this formula, charge and spin = 3.773 eV
Multiplicity = 3

Last column: Mulliken spin population.
Element x y z (Å)
P1 -0.404126 -1.849658 -2.057271  0.0023
P2 0.138484 1.611397 -1.914718  0.0504
C1 -0.547269 -0.748305 -3.523982  -0.0059
C2 0.295494 0.561523 -3.462827  0.0226
H1 -1.630222 -0.573714 -3.699412  0.0002
H2 -0.156868 -1.400359 -4.328304  0.0004
H3 1.381700 0.381410 -3.635064  0.0021
H4 -0.072228 1.247155 -4.254901  0.0039
C3 -1.554342 2.241675 -2.244729  0.0138
H5 -1.805719 2.950677 -1.451435  -0.0049
H6 -2.296821 1.425899 -2.295891  -0.0007
H7 -1.487831 2.718501 -3.228313  -0.0012
C4 1.234019 2.960464 -2.318237  0.0028
H8 0.783133 3.407437 -3.208370  -0.0002
H9 2.233341 2.565619 -2.520242  0.0005
H10 1.221131 3.648940 -1.466731  0.0001
C5 -1.343108 -3.293972 -2.589957  0.0003
H11 -1.257098 -4.093095 -1.840184  -0.0006
H12 -0.865463 -3.598876 -3.527256  -0.0001
H13 -2.387701 -3.006882 -2.760283  0.0003
C6 1.330270 -2.377614 -2.358849  0.0008
H14 2.011051 -1.507194 -2.377370  -0.0007
H15 1.311212 -2.824797 -3.352829  0.0005
H16 1.629286 -3.106398 -1.596222  -0.0003
Pd1 -0.967477 -0.270416 3.021465  1.2200
C7 0.642145 1.625332 0.538600  0.0716
C8 -0.650397 1.161880 0.981242  0.0445
C9 -1.614840 0.352212 0.154945  0.0075
C10 -1.860153 -1.160271 0.443220  0.0756
C11 -0.650148 -2.016630 0.694625  -0.0012
C12 0.688550 -1.781532 0.548136  0.0015
C13 1.311919 -0.575363 -0.074491  0.0373
C14 1.812258 0.682591 0.703395  0.0014
C15 -0.052668 -1.724536 3.949330  0.3687
H17 0.811791 2.746243 0.604278  -0.0076
H18 -1.190981 1.962217 1.529166  0.0055
H19 -1.360260 0.338066 -0.921413  -0.0070
H20 -2.581782 0.911554 0.213278  -0.0015
H21 -2.658072 -1.206928 1.206538  0.0032
H22 -2.356166 -1.600631 -0.454898  0.0138
H23 -0.907311 -3.039010 1.031728  -0.0269
H24 1.402546 -2.493931 1.008541  -0.0048
H25 0.509952 -0.199889 -0.731097  -0.0017
H26 2.163556 -0.933252 -0.662322  -0.0070
H27 2.139205 0.425209 1.726225  0.0025
H28 2.707274 1.143329 0.241956  0.0043
H29 0.980629 -1.345575 4.136749  -0.0203
H30 -0.085973 -2.655128 3.358642  -0.0176
H31 -0.701556 -1.767174 4.845900  0.0470
Cl1 0.078946 3.929708 5.553281  -0.0003
C16 0.798356 2.342067 5.916953  0.0113
Cl2 -0.026606 1.448990 7.219291  0.0014
C17 0.721050 1.479770 4.630272  -0.0034
O1 1.779034 1.011796 4.187757  0.0052
O2 -0.499660 1.410810 4.243289  0.0907
H32 1.856502 2.458680 6.168792  0.0001

Atomic forces in eV per Å
P 0.004 1.273 -0.134
P -0.265 -0.983 -0.094
C 0.291 -0.482 -0.658
C -0.134 0.052 -0.050
H 0.657 0.141 -0.011
H -0.344 0.659 -0.344
H -0.765 -0.039 0.069
H 0.420 -0.361 0.142
C 0.357 0.195 -0.191
H -0.275 -0.009 -0.237
H 0.459 0.475 0.097
H -0.317 0.284 0.191
C -0.430 0.424 -0.449
H 0.573 0.466 -0.050
H -0.100 0.253 0.076
H 0.252 0.069 -0.382
C 0.376 -0.247 -0.649
H -0.159 0.219 -0.260
H -0.454 -0.491 -0.077
H 0.205 -0.231 0.078
C -0.214 -0.066 -0.446
H -0.413 -0.684 -0.067
H 0.378 -0.297 -0.055
H 0.147 0.186 -0.267
Pd -0.309 2.198 -1.382
C -0.864 0.300 1.799
C -0.232 1.102 0.863
C -0.855 -0.808 0.014
C -0.540 0.578 -0.681
C 1.248 -0.749 0.881
C -0.784 -0.039 2.031
C 0.516 -0.053 0.067
C -0.166 -0.209 -1.503
C 1.155 -1.348 0.477
H 0.008 -1.376 0.411
H 0.252 -0.175 -0.700
H 0.336 0.215 0.634
H 0.447 -0.760 0.000
H 0.638 -0.494 0.281
H 0.116 0.366 0.433
H 0.137 0.655 0.158
H -0.672 0.074 -0.548
H 1.111 -0.459 0.074
H -0.266 0.168 0.185
H -0.840 0.576 -0.034
H -0.280 -0.472 -0.135
H -0.843 -0.489 0.034
H 0.130 0.289 0.507
H 0.419 -0.128 -0.119
Cl 0.145 -0.048 0.452
C 0.649 -0.357 -0.547
Cl 0.128 0.380 0.004
C -0.071 0.303 0.207
O -1.269 0.286 0.112
O 0.744 -0.526 -0.440
H -0.437 0.196 0.231


[3]
Density functional theory data (ωB97M-V/def2-TZVPD) for C17H32F3NaO11S5 as an isolated structure at a distorted geometry.

## Properties
Orbital gap = 9.5621 eV
Molar mass = 652.751 u
LUMO energy = -0.017 eV
Maximum force = 2.06 eV/A

Last column: Löwdin charge in e.
Element x y z (Å)
Na1 -0.197032 -0.805003 0.366637  0.3767
C1 -2.202591 -3.726611 -2.903109  -0.6247
F1 -3.201437 -3.639234 -3.802709  0.1246
F2 -2.623741 -4.446771 -1.843127  0.1191
F3 -1.159796 -4.378952 -3.479581  0.0980
S1 -1.700361 -2.052109 -2.347801  0.4684
O1 -0.660166 -2.309549 -1.357003  -0.3334
O2 -1.217525 -1.376740 -3.527256  -0.2987
O3 -2.917111 -1.529725 -1.813526  -0.2748
C2 -2.551746 1.784372 5.251430  -0.2123
C3 -2.580278 2.971593 4.256942  -0.1962
C4 -1.813662 2.439913 3.050738  -0.2129
S2 -2.635293 0.885689 2.751746  0.6756
O4 -1.715356 -0.036605 2.147377  -0.3151
O5 -3.906221 1.148219 2.136622  -0.2972
C5 -2.908182 0.514983 4.494985  -0.2137
H1 -3.302058 1.918370 6.029003  0.1143
H2 -1.543960 1.727474 5.653074  0.1129
H3 -2.059175 3.788834 4.739379  0.1165
H4 -3.603020 3.126293 3.918817  0.1164
H5 -0.799755 2.104171 3.293088  0.0941
H6 -1.828854 3.036107 2.141929  0.1121
H7 -2.250965 -0.323344 4.728904  0.1015
H8 -3.927850 0.162177 4.618260  0.1063
C6 3.914646 0.080700 3.449162  -0.2152
C7 4.589652 0.343871 2.084761  -0.1837
C8 3.701321 1.248443 1.228927  -0.2050
S3 2.313599 1.778854 2.232817  0.6764
O6 1.164944 0.985457 1.881974  -0.3094
O7 2.200669 3.211785 2.242051  -0.3086
C9 2.965031 1.198906 3.809473  -0.2213
H9 4.638121 -0.121006 4.241770  0.1145
H10 3.343108 -0.854016 3.434084  0.1159
H11 4.672360 -0.618861 1.574950  0.1072
H12 5.611661 0.707647 2.156647  0.1134
H13 3.346908 0.795900 0.304560  0.0890
H14 4.173243 2.187715 0.930573  0.1051
H15 2.096864 0.915016 4.398215  0.1032
H16 3.467492 2.058463 4.253133  0.1080
C10 -3.400030 1.359439 -3.162063  -0.2116
C11 -2.430705 2.314934 -3.888845  -0.2022
C12 -1.171121 2.290116 -3.073359  -0.2296
S4 -1.666415 2.106747 -1.367033  0.6903
O8 -1.579503 3.401994 -0.748525  -0.3147
O9 -1.007311 1.009848 -0.709805  -0.3204
C13 -3.384993 1.717792 -1.700876  -0.2087
H17 -2.989688 0.353717 -3.276088  0.0814
H18 -4.407522 1.327225 -3.573288  0.1241
H19 -2.861070 3.326935 -3.850199  0.1197
H20 -2.296546 2.056478 -4.933384  0.1179
H21 -0.443744 3.097703 -3.142506  0.1090
H22 -0.570622 1.410034 -3.346952  0.1052
H23 -3.899011 2.651434 -1.467390  0.1106
H24 -3.685139 0.935438 -1.009127  0.1022
C14 2.267391 -4.214975 -2.831284  -0.1898
C15 2.593080 -3.075514 -3.832773  -0.1881
C16 2.246570 -1.781015 -3.126239  -0.2171
S5 2.832378 -1.988722 -1.455560  0.6864
O10 1.913740 -1.358019 -0.540162  -0.3392
O11 4.229628 -1.651308 -1.355230  -0.3123
C17 2.530983 -3.758817 -1.399211  -0.2035
H25 2.718092 -5.174277 -3.070816  0.1145
H26 1.188923 -4.384076 -2.895077  0.0960
H27 1.989757 -3.180806 -4.731048  0.1192
H28 3.657515 -3.129286 -4.076101  0.1160
H29 1.167059 -1.645028 -2.992453  0.0792
H30 2.622332 -0.843857 -3.531415  0.1167
H31 1.616610 -3.843858 -0.814415  0.0958
H32 3.325880 -4.232704 -0.826692  0.1066

Atomic forces in eV per Å
Na -0.043 0.260 -0.006
C 0.056 -0.104 -0.066
F 0.541 -0.269 0.461
F 0.168 0.142 -0.695
F -0.613 0.124 0.234
S 0.317 0.224 0.037
O 0.074 -0.313 0.079
O 0.305 -0.095 -0.435
O -0.812 0.247 0.517
C -0.734 0.322 -0.231
C 0.544 -1.186 -0.016
C 0.150 -0.454 0.120
S -0.035 0.842 0.131
O 0.211 -0.769 -0.204
O -0.346 -0.160 -0.250
C 0.555 -0.865 -0.301
H 0.350 0.173 0.302
H -0.030 -0.130 0.290
H -0.419 0.566 -0.259
H -0.038 0.714 0.314
H 0.071 0.464 -0.054
H 0.027 -0.001 -0.053
H 0.004 0.048 0.035
H -0.148 0.242 -0.101
C -0.061 -0.866 0.494
C -0.258 -0.826 -0.367
C 0.327 0.810 -0.263
S 0.526 -0.116 -0.076
O -0.518 -0.404 0.028
O -0.112 0.072 0.027
C 0.018 0.616 -0.307
H 0.121 0.386 -0.066
H -0.026 0.123 -0.417
H 0.078 0.082 -0.004
H -0.111 0.333 0.237
H -0.272 -0.244 0.236
H 0.172 -0.108 0.173
H 0.078 -0.083 0.139
H -0.046 0.001 0.044
C 0.348 -0.685 -0.672
C -1.290 0.947 0.371
C 1.693 -1.141 -0.310
S -0.533 0.485 -0.235
O 0.044 0.372 0.394
O 0.388 -0.403 -0.069
C 0.254 0.310 0.533
H -0.160 -0.027 0.062
H 0.010 0.262 -0.041
H 0.091 -0.099 -0.164
H 0.197 -0.148 -0.027
H -0.498 0.444 0.057
H -0.361 -0.156 0.262
H -0.146 -0.069 -0.080
H -0.048 -0.131 -0.087
C -0.878 0.039 -0.268
C 0.380 -0.438 0.333
C -0.482 0.402 0.396
S -0.335 -0.311 -0.603
O 0.048 0.604 0.701
O 0.192 -0.134 0.100
C -0.097 0.137 0.512
H 0.355 0.137 -0.071
H 0.102 -0.014 -0.024
H 0.139 -0.051 -0.097
H -0.091 0.242 -0.189
H 0.005 -0.247 -0.173
H 0.346 -0.143 -0.074
H 0.014 0.037 0.057
H 0.241 -0.020 -0.320